# 1
{"formula": "CH2FP", "method": "ωB97M-V with the def2-TZVPD basis set", "symbols": ["H", "P", "C", "F", "H"], "positions_angstrom": [[0.89684, -1.44712, -0.05033], [-0.53714, -1.14904, 0.36944], [-0.18645, 0.42481, -0.08173], [-0.93565, 1.44409, 0.34587], [0.76241, 0.72725, -0.58325]], "forces_ev_per_angstrom": [[-1.790, -0.162, 0.192], [1.983, 0.029, -0.597], [1.031, -0.282, 0.621], [-0.207, 0.293, -0.617], [-1.017, 0.122, 0.401]], "nbo_charge": [-0.0213, 0.2998, -0.1265, -0.3367, 0.1847], "relative_energy_kj_mol": 109.29, "orbital_gap_ev": 9.80, "total_charge": 0, "smiles": "[H]/P=C/F"}

# 2
{"formula": "C2H5NOS", "method": "ωB97M-V with the def2-TZVPD basis set", "symbols": ["N", "C", "S", "C", "O", "H", "H", "H", "H", "H"], "positions_angstrom": [[-0.31002, 1.38163, 0.09092], [-0.75306, 0.04499, 0.05542], [-2.38881, -0.30577, -0.14056], [0.27943, -0.95970, 0.24023], [1.50560, -0.21513, -0.28194], [0.64388, 1.76940, 0.19835], [-1.19719, 1.84010, -0.17978], [0.57256, -1.04879, 1.53915], [0.25646, -2.05167, -0.20014], [1.39115, -0.45507, -1.32165]], "forces_ev_per_angstrom": [[-2.611, -2.069, -0.426], [-1.283, 1.849, 0.186], [1.460, 0.219, 0.076], [4.445, -0.882, 2.948], [-1.281, -3.174, -3.402], [-1.275, -0.791, -0.375], [1.431, 1.046, 0.520], [-1.181, 0.113, -3.973], [-0.574, 2.502, 0.884], [0.869, 1.187, 3.561]], "nbo_charge": [-0.8035, 0.0711, -0.1599, -0.1668, -0.7396, 0.4438, 0.4190, 0.2248, 0.2447, 0.4663], "relative_energy_kj_mol": 249.34, "orbital_gap_ev": 8.79, "total_charge": 0, "smiles": "NC(=S)CO"}

# 3
{"formula": "C34H61B3Cl26O4", "method": "ωB97M-V with the def2-TZVPD basis set", "symbols": ["O", "C", "C", "B", "O", "B", "O", "B", "O", "C", "C", "C", "C", "C", "C", "H", "H", "H", "H", "H", "H", "H", "H", "H", "Cl", "C", "C", "Cl", "H", "H", "H", "H", "Cl", "C", "C", "Cl", "H", "H", "H", "H", "Cl", "C", "C", "Cl", "H", "H", "H", "H", "Cl", "C", "C", "Cl", "H", "H", "H", "H", "Cl", "C", "C", "Cl", "H", "H", "H", "H", "Cl", "C", "C", "Cl", "H", "H", "H", "H", "Cl", "C", "C", "Cl", "H", "H", "H", "H", "Cl", "C", "C", "Cl", "H", "H", "H", "H", "Cl", "C", "C", "Cl", "H", "H", "H", "H", "Cl", "C", "C", "Cl", "H", "H", "H", "H", "Cl", "C", "C", "Cl", "H", "H", "H", "H", "Cl", "C", "C", "Cl", "H", "H", "H", "H", "Cl", "C", "C", "Cl", "H", "H", "H", "H"], "positions_angstrom": [[-3.07415, 5.34023, -1.32684], [-2.17973, 4.62395, -1.70274], [-0.74588, 4.79355, -1.23908], [-0.40056, 3.63436, -0.22219], [0.93944, 3.43437, 0.08740], [1.24589, 2.09213, 0.09420], [0.38038, 1.18778, 0.67988], [-0.92742, 1.61063, 0.79578], [-1.38644, 2.83065, 0.32123], [-2.42004, 3.49751, -2.68193], [-3.22592, 2.43155, -2.33845], [-3.39676, 1.39844, -3.26234], [-2.76682, 1.47115, -4.48846], [-1.95492, 2.55067, -4.83673], [-1.77675, 3.57123, -3.91794], [-0.10467, 4.61484, -2.10589], [-0.57096, 5.78715, -0.82642], [2.26561, 1.71828, -0.38370], [-1.71026, 0.88120, 1.30862], [-3.70420, 2.41225, -1.36779], [-4.03335, 0.56498, -2.95485], [-2.89350, 0.65353, -5.18511], [-1.45247, 2.63959, -5.78739], [-1.15140, 4.42657, -4.14397], [-0.45863, -3.56631, -0.57442], [1.18565, -3.62557, 0.12273], [2.00035, -2.41485, -0.25069], [2.40567, -2.38978, -1.98960], [1.65980, -4.54513, -0.21119], [1.06788, -3.67607, 1.20311], [2.94102, -2.42114, 0.29290], [1.47542, -1.49583, -0.01580], [-5.27515, 3.54410, 3.13698], [-4.41831, 4.99804, 2.55740], [-2.93454, 4.90202, 2.79067], [-2.50460, 4.97943, 4.52156], [-4.84700, 5.86701, 3.05074], [-4.61438, 5.07744, 1.48879], [-2.43210, 5.73653, 2.30358], [-2.53681, 3.97546, 2.38572], [3.33449, -3.27931, 2.74161], [4.97686, -3.33775, 3.43811], [5.78928, -2.12767, 3.06435], [6.19355, -2.10144, 1.32982], [5.45008, -4.25720, 3.10284], [4.86272, -3.38612, 4.51995], [6.73076, -2.13404, 3.60678], [5.26390, -1.20505, 3.30044], [-6.72257, 0.81069, 3.92137], [-7.99934, 1.94714, 4.42404], [-9.12204, 1.25577, 5.15352], [-10.07180, 0.19485, 4.08005], [-8.35708, 2.46247, 3.53616], [-7.52992, 2.67942, 5.07919], [-9.80987, 1.99851, 5.55444], [-8.74900, 0.65153, 5.97658], [9.33518, -1.18809, 4.87492], [10.34418, -2.65629, 4.73627], [9.99957, -3.46468, 3.51536], [8.38419, -4.20856, 3.64628], [10.21908, -3.23392, 5.64907], [11.38015, -2.32678, 4.68033], [10.71427, -4.27859, 3.39538], [10.01530, -2.85968, 2.61206], [-3.99229, 2.21997, -6.81242], [-4.18713, 3.03516, -8.39067], [-5.13922, 4.19887, -8.30576], [-6.82253, 3.67477, -8.02872], [-4.51852, 2.29704, -9.11773], [-3.20096, 3.39055, -8.68745], [-5.13206, 4.75286, -9.24315], [-4.86697, 4.87992, -7.50391], [-5.83316, 6.63043, -5.88449], [-5.15708, 8.25368, -6.16565], [-4.89739, 8.51694, -7.62639], [-3.55939, 7.52082, -8.26271], [-4.24842, 8.34555, -5.57566], [-5.88511, 8.96970, -5.78767], [-4.61081, 9.55778, -7.76717], [-5.77972, 8.31785, -8.22954], [10.80305, -7.69394, 1.93745], [9.04199, -7.48407, 1.74161], [8.64575, -7.33901, 0.29557], [9.21433, -5.79923, -0.40267], [8.74130, -6.61933, 2.32518], [8.56904, -8.36712, 2.16908], [7.56007, -7.34400, 0.21195], [9.04164, -8.14917, -0.31167], [-4.05993, -1.49760, 0.84658], [-5.82297, -1.35498, 0.60969], [-6.18802, -1.26670, -0.85016], [-5.68168, 0.27936, -1.58891], [-6.17487, -0.49000, 1.16733], [-6.26965, -2.24813, 1.04368], [-7.26900, -1.32512, -0.96554], [-5.73787, -2.07732, -1.41871], [-5.61326, -5.23599, -1.72168], [-4.10401, -5.45355, -0.79248], [-3.19766, -6.48614, -1.41328], [-3.86834, -8.13424, -1.28553], [-4.37262, -5.71925, 0.22670], [-3.60268, -4.48659, -0.77261], [-2.23956, -6.49224, -0.89657], [-3.01715, -6.27824, -2.46483], [-10.81001, 5.32706, -9.45465], [-10.42435, 4.09608, -8.22376], [-11.44942, 4.05308, -7.12014], [-11.40647, 5.51652, -6.10320], [-9.43146, 4.30869, -7.83759], [-10.39568, 3.13520, -8.73549], [-11.24682, 3.20629, -6.46630], [-12.45675, 3.95008, -7.51592], [11.11374, -1.80692, 8.58558], [12.08349, -0.32341, 8.38920], [12.39822, -0.03593, 6.94394], [13.52980, -1.22912, 6.25017], [12.98803, -0.43479, 8.98174], [11.49852, 0.49517, 8.80514], [12.87482, 0.93932, 6.85959], [11.49799, -0.03389, 6.33418], [7.11309, -8.36791, 6.28237], [8.54671, -7.69850, 7.10524], [9.20727, -6.61392, 6.29392], [9.97441, -7.25043, 4.81548], [9.23151, -8.51809, 7.30777], [8.20615, -7.29121, 8.05591], [9.99387, -6.14201, 6.88226], [8.49487, -5.84786, 5.99681]], "forces_ev_per_angstrom": [[-0.242, 0.050, 0.331], [0.131, 0.106, -0.261], [-0.644, -0.547, -0.154], [0.003, 1.207, 0.158], [-0.594, -0.612, -0.701], [0.885, -0.224, 0.651], [-0.313, 0.720, -0.698], [-0.828, -0.720, 0.650], [1.147, -0.355, -0.247], [0.392, 0.731, 0.403], [-0.053, -0.091, -0.390], [-0.017, 0.133, 0.537], [0.456, -0.454, 0.004], [0.217, 0.308, 0.790], [-0.120, -0.420, 0.098], [0.235, 0.197, 0.117], [0.021, -0.006, -0.005], [0.053, -0.037, 0.116], [0.001, 0.047, 0.042], [-0.023, -0.058, -0.004], [0.719, 0.319, -0.722], [0.055, -0.034, 0.029], [-0.100, -0.289, -0.118], [0.014, -0.025, -0.079], [-0.053, -0.032, -0.027], [0.077, -0.054, 0.077], [0.092, 0.027, -0.025], [-0.045, 0.017, -0.005], [-0.031, 0.024, -0.087], [-0.049, 0.075, -0.007], [0.019, -0.073, -0.053], [-0.128, 0.097, -0.040], [0.097, 0.121, -0.041], [-0.097, 0.114, -0.116], [0.104, 0.031, -0.144], [-0.014, -0.029, 0.014], [0.014, -0.048, 0.085], [0.079, -0.047, -0.016], [-0.058, 0.030, 0.002], [-0.030, -0.032, 0.060], [0.024, -0.089, 0.149], [0.125, -0.046, 0.161], [0.029, 0.205, 0.091], [-0.041, 0.003, -0.053], [-0.039, 0.025, -0.106], [-0.034, 0.065, -0.005], [-0.008, -0.056, 0.012], [-0.083, -0.033, -0.079], [-0.064, -0.190, 0.020], [-0.039, 0.129, 0.030], [-0.024, 0.047, 0.090], [0.009, -0.028, 0.001], [0.009, -0.066, -0.036], [0.013, -0.041, 0.028], [0.006, 0.028, -0.054], [0.023, -0.054, -0.057], [-0.055, 0.001, 0.014], [0.141, -0.070, 0.049], [0.228, -0.033, -0.144], [-0.047, -0.066, 0.005], [-0.064, 0.042, 0.011], [-0.013, 0.015, -0.043], [-0.043, -0.045, 0.080], [-0.110, 0.022, 0.020], [-0.580, 0.278, -1.003], [-0.096, -0.123, -0.092], [0.141, 0.114, -0.100], [0.031, -0.047, 0.033], [-0.046, -0.013, 0.048], [-0.016, 0.061, 0.055], [-0.008, -0.040, -0.019], [-0.044, -0.103, -0.021], [-0.031, 0.056, 0.084], [0.001, 0.073, 0.098], [-0.074, 0.130, -0.018], [0.002, -0.020, -0.014], [0.024, -0.067, -0.036], [-0.032, -0.003, -0.065], [0.048, -0.013, 0.036], [0.020, -0.089, 0.009], [0.090, -0.015, -0.328], [-0.138, -0.077, -0.029], [-0.060, -0.072, -0.032], [0.019, 0.005, -0.004], [0.075, 0.045, -0.014], [0.026, -0.027, -0.036], [-0.001, 0.044, 0.050], [0.069, 0.045, -0.005], [0.043, 0.028, -0.014], [-0.125, -0.026, 0.043], [-0.153, -0.091, 0.009], [-0.608, -0.289, 0.534], [0.094, 0.044, -0.027], [-0.002, -0.026, -0.061], [-0.004, 0.015, 0.070], [0.058, 0.059, -0.019], [-0.037, 0.019, 0.027], [0.149, 0.112, 0.072], [0.100, 0.041, 0.002], [-0.020, -0.006, -0.025], [-0.062, -0.063, -0.038], [0.026, -0.015, -0.043], [-0.036, 0.044, 0.061], [-0.081, -0.018, -0.013], [0.015, 0.026, 0.003], [0.056, -0.111, 0.003], [-0.041, -0.104, 0.020], [-0.021, 0.017, -0.009], [-0.047, 0.106, 0.010], [-0.055, 0.001, 0.004], [0.064, 0.017, -0.004], [0.004, 0.079, -0.018], [0.000, -0.050, -0.011], [0.029, 0.105, 0.059], [-0.050, 0.140, -0.025], [-0.012, -0.026, -0.017], [0.008, -0.082, -0.038], [-0.042, -0.006, -0.056], [0.045, -0.023, 0.046], [-0.001, -0.075, 0.010], [0.005, -0.018, -0.024], [0.031, 0.030, 0.137], [0.055, 0.050, 0.072], [-0.057, 0.138, 0.401], [-0.019, -0.030, -0.085], [-0.029, 0.038, -0.032], [0.011, -0.071, 0.036], [-0.026, -0.053, -0.063]], "mulliken_charge": [-0.6127, 0.1433, -0.8683, 0.5087, -0.5066, 0.6904, -0.5026, 0.6454, -0.5307, 0.4673, 0.2333, -0.2779, -1.3764, -0.7145, -0.2069, 0.2240, 0.4077, -0.1440, -0.1918, 0.4872, 0.3885, 0.6318, 0.5205, 0.5199, -0.1581, -0.4170, 0.2602, -0.2180, 0.3955, 0.1782, -0.1198, 0.1286, -0.1232, -0.5775, 0.1692, -0.2141, 0.3997, 0.2421, 0.3070, -0.1920, -0.1723, -0.4526, -0.1658, -0.1888, 0.1948, 0.3555, -0.0099, 0.3970, -0.1713, -0.4603, -0.5037, -0.1922, 0.3444, 0.3623, 0.3326, 0.3188, -0.2679, -0.1392, -0.5431, -0.1794, 0.1653, 0.2094, 0.2967, 0.4299, -0.1076, -0.5406, -0.1067, -0.1899, 0.3716, 0.2731, 0.2905, -0.0225, -0.1580, -0.4579, -0.4781, -0.1884, 0.3161, 0.3133, 0.3526, 0.3205, -0.2078, -0.0178, -0.5171, -0.1930, -0.0730, 0.3737, 0.3234, 0.3458, -0.1580, -0.4202, -0.3233, -0.1900, 0.2691, 0.3314, 0.3520, 0.1288, -0.2121, -0.1252, -0.4010, -0.1995, 0.3499, -0.0020, 0.2416, 0.3477, -0.1946, -0.1585, -0.4333, -0.1882, 0.0434, 0.3383, 0.2924, 0.3295, -0.1692, -0.4352, -0.2634, -0.1956, 0.3245, 0.2899, 0.3439, 0.1194, -0.1933, -0.4636, -0.3459, -0.1272, 0.3300, 0.3249, 0.3083, 0.1556], "orbital_gap_ev": 9.30, "total_charge": 0}

no.,HOMO level (Ha),largest force on an atom (Eh/bohr)
1,-0.3534,0.0403
2,-0.3192,0.1051
3,-0.3329,0.0248